1.
{
  "formula": "C35H60Br2N2O2Sb2Ti",
  "method": "ωB97M-V with the def2-TZVPD basis set",
  "lumo_ev": [-7.22, -7.27],
  "s2": 2.01,
  "multiplicity": 3,
  "e_homo_ha": [-0.4904, -0.4919],
  "energy_ha": -8107.07308,
  "charge": 2,
  "mol_weight_g_mol": 992.1,
  "elements": ["Ti", "Br", "C", "Br", "H", "H", "O", "C", "O", "C", "C", "C", "C", "C", "C", "N", "C", "C", "C", "C", "C", "C", "N", "H", "H", "H", "H", "H", "H", "H", "H", "H", "H", "C", "C", "C", "C", "Sb", "C", "C", "C", "C", "C", "C", "C", "C", "H", "H", "H", "H", "H", "H", "H", "H", "H", "H", "H", "H", "H", "H", "H", "H", "H", "H", "H", "H", "H", "H", "H", "H", "H", "H", "H", "C", "C", "C", "Sb", "C", "C", "C", "C", "C", "C", "H", "H", "H", "H", "H", "H", "H", "H", "H", "H", "H", "H", "H", "H", "H", "H", "H", "H", "H", "H", "H"],
  "positions_angstrom": [[-0.20914, 0.46932, 0.04654], [1.60722, 0.77708, 1.59365], [-0.61172, 3.30322, 2.65546], [-1.78559, 2.16591, 1.75300], [-0.25493, 4.16294, 2.10547], [-0.56517, 3.19971, 3.72959], [0.23903, 8.18461, -0.43192], [-0.67764, 7.55219, -1.18748], [-1.41218, 8.16990, -1.89403], [-0.74687, 6.03970, -1.12637], [-1.85958, 5.44761, -1.71916], [-1.99008, 4.07136, -1.75207], [-0.99197, 3.27533, -1.20583], [0.09656, 3.84975, -0.59185], [0.22468, 5.23165, -0.55547], [-1.04141, 1.81831, -1.22861], [-1.82187, 1.24066, -2.03903], [-1.73738, -0.22238, -2.18200], [-2.38318, -0.89227, -3.18759], [-2.10109, -2.24056, -3.38747], [-1.18880, -2.85664, -2.55717], [-0.62185, -2.12454, -1.53092], [-0.88529, -0.83123, -1.33691], [0.72667, 7.57990, 0.13769], [-2.61740, 6.08962, -2.15137], [-2.88809, 3.64786, -2.18630], [0.85769, 3.22530, -0.14474], [1.11488, 5.64712, -0.09440], [-2.47181, 1.80126, -2.70209], [-3.07918, -0.35721, -3.82367], [-2.58382, -2.79310, -4.18562], [-0.92850, -3.90276, -2.67908], [0.05536, -2.56419, -0.82700], [-4.29645, -1.13508, 2.22062], [-3.33701, -2.25493, 1.81628], [-3.45338, -2.49555, 0.31070], [-3.69701, -3.54564, 2.56490], [-1.30559, -1.56045, 2.21529], [-1.34924, -0.90362, 4.32352], [-2.06660, 0.43689, 4.50365], [0.10979, -0.74194, 4.75907], [-2.09086, -1.92354, 5.19340], [-0.06199, -3.39406, 2.23592], [-0.47111, -4.38090, 1.13671], [-0.14658, -4.15077, 3.56052], [1.37372, -2.91771, 2.00800], [-5.30631, -1.38362, 1.86774], [-4.03028, -0.16917, 1.77999], [-4.35837, -1.01121, 3.30249], [-4.47273, -2.83452, 0.07894], [-2.76840, -3.26637, -0.04508], [-3.28147, -1.57982, -0.26149], [-4.73364, -3.81848, 2.32074], [-3.64198, -3.43749, 3.64534], [-3.07264, -4.39259, 2.27983], [-1.40842, 1.27607, 4.28153], [-2.34280, 0.52426, 5.56313], [-2.98060, 0.54286, 3.92456], [0.65969, -0.06949, 4.10059], [0.65353, -1.68439, 4.81473], [0.12505, -0.30479, 5.76715], [-3.17007, -1.85237, 5.05564], [-1.89047, -1.66525, 6.24296], [-1.79223, -2.95265, 5.05439], [-1.53774, -4.58462, 1.10042], [0.02542, -5.33846, 1.33769], [-0.14475, -4.08299, 0.14628], [-1.14542, -4.54299, 3.75546], [0.17652, -3.56528, 4.41460], [0.52686, -5.01634, 3.49328], [1.49267, -2.38267, 1.06341], [2.04400, -3.78947, 1.98067], [1.72766, -2.25486, 2.80062], [2.94181, 0.61288, -4.83090], [1.68474, 0.63466, -3.95613], [0.84634, 1.88270, -4.26700], [2.09462, 0.52395, -1.84628], [3.81323, 1.75260, -1.51387], [3.57010, 3.19145, -1.97636], [5.07812, 1.19417, -2.17051], [2.81127, -1.48173, -1.49599], [3.84899, -1.55752, -0.37195], [3.27579, -2.20094, -2.76377], [2.65031, 0.52927, -5.88436], [3.61234, -0.21632, -4.61218], [3.50227, 1.54502, -4.72947], [1.08941, -0.26437, -4.14228], [1.40261, 2.80020, -4.05891], [-0.08372, 1.92936, -3.70129], [0.58312, 1.90146, -5.33065], [3.90478, 1.71119, -0.42963], [3.58735, 3.25973, -3.06743], [4.37423, 3.83578, -1.60477], [2.62961, 3.61054, -1.63526], [5.03760, 1.27852, -3.25496], [5.28389, 0.15828, -1.91860], [5.93785, 1.78367, -1.83305], [1.90730, -1.96709, -1.13437], [4.84560, -1.30159, -0.72541], [3.90479, -2.58620, 0.00027], [3.61372, -0.91796, 0.47803], [4.19648, -1.76408, -3.15435], [2.53163, -2.18980, -3.56232], [3.49554, -3.24926, -2.53362]],
  "forces_ev_per_angstrom": [[1.5, 0.1, 2.6], [0.3, 0.2, 0.1], [0.0, 0.2, 0.0], [-0.2, 0.3, 0.1], [-0.1, -0.2, 0.1], [0.0, -0.1, -0.1], [-0.1, -0.2, -0.1], [0.1, 0.1, 0.1], [-0.1, 0.0, -0.1], [0.0, 0.1, 0.0], [0.0, -0.1, 0.0], [-0.2, 0.1, -0.1], [-0.2, -0.7, 0.0], [0.3, 0.2, 0.1], [0.1, 0.0, 0.0], [-0.1, 1.8, -0.4], [-0.6, -0.8, -0.8], [-0.2, 0.6, -0.1], [-0.4, -0.1, -0.5], [-0.2, 0.1, -0.2], [0.1, -0.3, 0.1], [-0.1, 0.1, 0.0], [-0.3, -0.8, -1.2], [0.0, 0.0, 0.0], [0.0, 0.0, 0.0], [0.1, 0.1, 0.0], [0.1, -0.1, 0.0], [0.0, 0.0, 0.0], [-0.1, -0.1, -0.1], [0.0, -0.1, 0.0], [0.0, 0.1, 0.1], [0.0, 0.1, 0.0], [0.1, -0.1, 0.1], [-0.2, -0.1, 0.0], [0.0, -0.2, 0.1], [-0.2, -0.1, 0.0], [-0.2, 0.0, -0.1], [0.0, -0.1, -0.3], [0.0, -0.1, -0.1], [0.1, 0.1, 0.3], [-0.1, 0.0, 0.3], [0.0, 0.2, 0.2], [0.0, 0.1, 0.1], [0.2, -0.2, 0.1], [0.1, -0.2, 0.0], [0.1, -0.3, 0.0], [0.1, 0.0, 0.0], [0.0, 0.0, 0.0], [0.0, 0.0, -0.1], [0.1, 0.0, 0.0], [0.0, 0.0, 0.0], [0.0, 0.0, 0.0], [0.1, 0.1, 0.0], [0.0, 0.0, 0.0], [0.0, 0.1, 0.0], [0.0, -0.1, 0.0], [0.1, 0.0, -0.1], [0.0, 0.0, 0.0], [0.0, 0.0, 0.0], [0.0, 0.0, 0.0], [0.0, -0.1, -0.1], [0.0, 0.0, 0.0], [0.0, 0.0, -0.1], [0.1, -0.1, 0.0], [0.0, 0.0, 0.0], [0.0, 0.1, 0.0], [0.0, 0.0, -0.1], [0.0, 0.0, 0.0], [0.0, 0.0, 0.1], [-0.1, 0.1, 0.0], [0.0, 0.0, -0.1], [-0.1, 0.1, 0.0], [0.0, 0.0, 0.0], [-0.1, 0.0, -0.1], [0.0, 0.2, -0.1], [0.1, -0.1, -0.2], [-0.2, -0.2, 0.2], [0.1, 0.1, -0.2], [0.3, 0.0, 0.0], [0.1, 0.2, 0.1], [0.2, -0.1, -0.1], [0.0, -0.2, 0.0], [0.1, -0.1, 0.1], [0.0, 0.0, 0.1], [0.0, 0.0, 0.0], [-0.1, -0.1, 0.0], [0.0, 0.0, -0.1], [0.0, -0.1, 0.0], [0.0, 0.0, 0.0], [0.1, 0.0, 0.1], [0.1, 0.1, 0.1], [0.0, 0.0, 0.1], [-0.1, -0.1, -0.1], [-0.2, 0.0, 0.1], [0.0, 0.0, 0.0], [0.0, 0.0, 0.0], [-0.1, 0.0, 0.0], [0.0, -0.1, 0.0], [0.0, 0.0, 0.0], [0.0, 0.1, -0.1], [0.0, 0.0, 0.0], [0.0, 0.0, 0.0], [0.0, 0.0, 0.0], [0.0, 0.1, 0.0]],
  "lowdin_spin": [0.98, 0.01, 0.77, 0.12, 0.04, 0.04, 0.00, 0.00, 0.00, 0.00, 0.00, 0.00, 0.00, 0.00, 0.00, 0.00, 0.02, 0.01, 0.00, 0.00, 0.00, 0.01, 0.02, 0.00, 0.00, 0.00, 0.00, 0.00, 0.00, 0.00, 0.00, 0.00, 0.00, 0.00, 0.00, 0.00, 0.00, -0.01, 0.00, 0.00, 0.00, 0.00, 0.00, 0.00, 0.00, 0.00, 0.00, 0.00, 0.00, 0.00, 0.00, 0.00, 0.00, 0.00, 0.00, 0.00, 0.00, 0.00, 0.00, 0.00, 0.00, 0.00, 0.00, 0.00, 0.00, 0.00, 0.00, 0.00, 0.00, 0.00, 0.00, 0.00, 0.00, 0.00, -0.01, 0.00, -0.01, 0.00, 0.00, 0.00, 0.00, 0.00, 0.00, 0.00, 0.00, 0.00, 0.00, 0.00, 0.00, 0.00, 0.00, 0.00, 0.00, 0.00, 0.00, 0.00, 0.00, 0.00, 0.00, 0.00, 0.00, 0.00, 0.00, 0.00]
}

***

2.
{
  "formula": "C13H30N4O12PS2",
  "method": "ωB97M-V with the def2-TZVPD basis set",
  "lumo_ev": -4.21,
  "multiplicity": 1,
  "e_homo_ha": -0.4064,
  "energy_ha": -2772.25815,
  "charge": 1,
  "mol_weight_g_mol": 529.5,
  "elements": ["C", "C", "N", "C", "C", "N", "C", "C", "C", "C", "C", "O", "O", "N", "O", "N", "P", "O", "H", "H", "H", "H", "H", "H", "H", "H", "H", "H", "H", "H", "H", "H", "H", "H", "H", "H", "H", "H", "H", "H", "C", "C", "O", "S", "O", "O", "O", "H", "H", "H", "H", "C", "C", "O", "S", "O", "O", "O", "H", "H", "H", "H"],
  "positions_angstrom": [[-0.40423, 6.40019, 0.06735], [-1.64752, 5.36860, -0.11581], [-1.25472, 3.93277, -0.33195], [-0.74293, 3.26977, 0.91006], [-1.86959, 2.58489, 1.85150], [-1.37169, 1.53503, 2.80229], [0.11148, 1.53922, 3.00210], [1.01356, 1.75627, 1.66356], [1.91719, 0.39898, 1.43188], [2.93888, 0.09567, 2.69948], [4.51190, 0.29342, 2.28419], [4.88631, -0.48849, 1.08128], [1.99898, 2.80663, 2.04738], [2.99489, 2.90383, 1.13734], [2.89597, 4.02369, 0.66881], [0.23214, 2.17681, 0.43696], [-0.55705, 0.84513, -0.46371], [-1.14424, -0.32213, 0.38145], [0.55248, 6.11325, -0.53390], [-0.08700, 6.33241, 1.20066], [-0.70578, 7.52799, -0.08412], [-2.20622, 5.70664, -1.09635], [-2.44488, 5.47536, 0.73714], [-2.09043, 3.46126, -0.72780], [-0.20767, 4.08280, 1.56104], [-2.40581, 3.39846, 2.47680], [-2.67376, 2.08791, 1.14714], [-1.80558, 1.75694, 3.72432], [0.37227, 0.55804, 3.59438], [0.34732, 2.41002, 3.76247], [1.25823, -0.57120, 1.35875], [2.49950, 0.43729, 0.40868], [2.82667, -1.01920, 3.01997], [2.71786, 0.75770, 3.62331], [5.12724, -0.16673, 3.17148], [4.84454, 1.39812, 2.19936], [5.20982, 0.14338, 0.38090], [0.82156, 2.68078, -0.28419], [0.35866, 0.29597, -1.46146], [-1.66884, 1.38283, -1.24524], [-3.35636, -4.11150, -1.91716], [-4.20047, -2.93418, -2.38999], [-4.42949, -2.14743, -1.22184], [-3.14018, -2.27855, -0.23298], [-2.27887, -1.13138, -0.45108], [-3.60401, -2.66778, 1.06892], [-2.45630, -3.57037, -0.94837], [-3.97482, -4.86657, -1.42270], [-2.80140, -4.57612, -2.73509], [-5.14633, -3.25144, -2.83250], [-3.65095, -2.31864, -3.10939], [2.03203, -5.23192, -2.11245], [0.54122, -4.93045, -2.20547], [0.24734, -4.93250, -3.60111], [1.22371, -6.00137, -4.34615], [0.49970, -7.23252, -4.51018], [1.88424, -5.33236, -5.43196], [2.28860, -6.19682, -3.13191], [2.62895, -4.34067, -2.32905], [2.31276, -5.62729, -1.13398], [0.28207, -3.96888, -1.75864], [-0.05095, -5.72151, -1.73446]],
  "forces_ev_per_angstrom": [[0.2, -0.3, 1.8], [-0.8, 1.8, -1.2], [-0.1, 0.1, 1.3], [-2.1, 1.4, 0.7], [-0.9, 0.0, -0.6], [0.4, 1.1, -0.3], [-0.2, 0.9, 1.7], [2.6, -3.3, 2.4], [-0.1, -1.2, -0.2], [0.7, 0.0, -0.8], [0.4, -0.5, 1.2], [-0.4, 2.1, 0.3], [-3.3, -1.4, 0.7], [-0.1, 3.9, -2.3], [1.4, -2.7, 0.6], [1.0, 3.0, 0.2], [-2.5, -5.8, 1.7], [9.8, 9.4, 2.9], [-2.0, 0.5, 0.8], [-0.4, 0.3, -2.1], [0.5, -2.5, 0.0], [1.1, -0.9, 1.9], [1.6, -0.1, -1.4], [0.8, 0.2, 0.7], [-0.4, -1.8, -1.5], [0.9, -1.0, -1.4], [1.5, 0.9, 1.3], [0.6, -0.5, -1.0], [-0.2, 1.8, -1.7], [0.2, -1.4, -1.7], [0.8, 2.3, 0.1], [-0.9, 0.1, 2.1], [0.1, 2.1, -0.7], [0.4, -1.0, -1.6], [-1.1, 0.9, -1.7], [-0.8, -1.8, 0.0], [-0.5, -1.0, 1.2], [-0.2, -0.3, 1.0], [-0.3, 1.2, 0.8], [1.3, 0.3, 0.7], [-0.7, -0.4, -0.3], [0.4, -0.1, -0.5], [0.1, -0.5, 0.7], [-1.1, -0.7, -0.6], [-8.6, -7.1, -4.6], [0.8, 0.9, -1.1], [0.0, 0.9, 0.3], [0.0, 0.1, -0.1], [0.1, 0.2, 0.2], [0.0, 0.1, 0.3], [0.0, -0.1, 0.0], [0.0, 0.6, 0.2], [0.0, -0.4, 0.6], [0.7, -0.1, -0.4], [0.1, -0.4, -0.4], [0.8, 1.3, 0.0], [-0.9, -0.7, 1.0], [-0.9, 0.0, -0.5], [-0.1, 0.0, 0.1], [0.0, -0.2, -0.3], [0.0, -0.1, -0.3], [0.1, 0.1, 0.1]],
  "lowdin_charge": [-0.11, -0.26, -0.06, -0.28, -0.15, -0.07, -0.10, -0.35, -0.13, -0.14, -0.24, -0.12, -0.10, 0.00, 0.08, -0.11, 0.90, -0.41, 0.09, 0.08, 0.10, 0.14, 0.13, 0.09, 0.18, 0.14, 0.13, 0.13, 0.16, 0.15, 0.12, 0.12, 0.13, 0.12, 0.13, 0.11, 0.10, 0.16, 0.07, 0.07, -0.16, -0.17, -0.19, 0.73, -0.36, -0.20, -0.20, 0.14, 0.14, 0.14, 0.13, -0.17, -0.19, -0.21, 0.66, -0.22, -0.22, -0.19, 0.13, 0.14, 0.13, 0.14]
}